Entry from the Open Molecules 2025 dataset: a molecular structure, C13H10BrCoN2O4S (the ωB97M-V functional and the def2-TZVPD basis).

Computed properties:
Orbital gap, eV: 7.86
Relative energy (zero: lowest compared OMol25 entry of this formula, charge and spin), kJ/mol: 13.6
LUMO, eV: -0.16
HOMO level, eV: -8.0

```
32
Properties=species:S:1:pos:R:3:lowdin_charge:R:1
Br -2.602 -2.982 1.241 0.838
Co 0.221 -0.709 0.489 0.333
S 2.363 -0.537 1.097 0.814
O 0.393 -2.722 0.359 -0.075
O 0.877 -2.520 -1.850 -0.008
O 0.289 0.955 -0.372 -0.078
O -0.950 2.783 -0.753 0.080
N -1.806 -0.468 0.328 0.049
N 0.244 0.076 2.340 -0.026
C -0.803 1.627 -0.414 -0.567
C -0.091 0.833 4.557 -0.065
C 1.123 -3.946 -1.981 -0.002
C -2.029 0.810 -0.031 -0.146
C 2.139 0.423 3.748 -0.069
C 0.549 -2.075 -0.681 -0.493
C 1.572 0.044 2.524 -0.667
C -0.573 0.448 3.329 -0.101
C -2.857 -1.202 0.679 -0.699
C -4.157 -0.720 0.672 -0.105
C 1.295 0.819 4.757 -0.063
C -4.373 0.595 0.299 -0.031
C -3.288 1.377 -0.053 0.019
H 3.212 0.390 3.875 0.109
H 1.030 -4.435 -1.016 0.089
H 0.393 -4.335 -2.685 0.095
H -0.772 1.139 5.337 0.101
H -3.368 2.413 -0.349 0.127
H -4.967 -1.373 0.959 0.100
H 1.705 1.119 5.713 0.110
H -1.634 0.446 3.106 0.115
H 2.128 -4.056 -2.377 0.096
H -5.376 1.000 0.293 0.117
```

---

Entry from the Open Molecules 2025 dataset: a single C13H10BrNO3S2 molecule (the ωB97M-V functional and the def2-TZVPD basis).

Computed properties:
Orbital gap, eV: 8.36
Structure (SMILES): CSc1ncccc1C(=O)OCC(=O)c1ccc(Br)s1
LUMO, eV: -0.14
HOMO level, eV: -8.5

```
30
Properties=species:S:1:pos:R:3:lowdin_charge:R:1
Br 7.009 0.429 0.978 0.719
S -2.654 -1.524 0.926 0.986
S 4.063 -0.592 0.796 1.048
O -0.150 -1.020 0.453 -0.083
O 1.331 -1.277 -1.948 0.120
O 0.863 0.911 -0.029 0.129
N -3.867 0.753 0.532 0.044
C -2.872 2.835 -0.067 -0.048
C 5.330 0.064 -1.359 -0.194
C -2.674 0.170 0.528 -0.515
C -1.624 2.241 -0.073 0.011
C 3.247 -0.746 -0.726 -0.449
C -1.498 0.886 0.226 -0.111
C 4.056 -0.353 -1.765 -0.082
C 1.870 -1.198 -0.868 -0.421
C -3.963 2.035 0.244 -0.124
C -0.155 0.293 0.198 -0.439
C 1.134 -1.620 0.411 -0.082
C 5.477 -0.014 -0.003 -1.043
C -4.428 -1.800 1.206 -0.379
H -4.974 -1.575 0.297 0.033
H 6.104 0.408 -2.021 0.108
H 0.954 -2.697 0.393 0.151
H 3.718 -0.370 -2.785 0.125
H -4.768 -1.161 2.014 0.032
H -0.728 2.796 -0.307 0.125
H -4.969 2.434 0.266 0.111
H -4.533 -2.847 1.471 0.029
H -2.997 3.881 -0.296 0.102
H 1.698 -1.342 1.308 0.098
```

---

Entry from the Open Molecules 2025 dataset: a molecular structure, C13H10Cl3N3O2SiV (the ωB97M-V functional and the def2-TZVPD basis).

Computed properties:
2S+1: 2
Orbital gap (spin up / spin down), eV: 4.94 / 5.12
LUMO (spin up / spin down), eV: -9.38 / -9.22
Charge: +2
HOMO level (spin up / spin down), eV: -14.3 / -14.3

```
33
Properties=species:S:1:pos:R:3:lowdin_spin:R:1
V 1.460 0.011 -0.828 1.014
Cl -0.405 -2.049 -3.424 -0.004
Cl 1.332 -3.946 -1.326 -0.003
Cl 2.893 0.930 -1.999 0.012
Si 0.832 -2.116 -1.878 0.003
O -3.672 0.582 1.138 -0.002
O -0.057 0.795 -1.145 -0.048
N -1.039 0.019 0.755 -0.004
N 2.736 -0.842 0.551 -0.009
N 0.257 -0.418 0.797 -0.007
C -2.368 1.371 -0.761 -0.003
C 2.919 -1.805 2.750 0.006
C -3.492 2.774 -2.377 -0.001
C -3.563 1.266 -0.001 -0.002
C -4.711 1.914 -0.453 0.000
C -2.363 2.144 -1.959 0.000
C -1.202 0.715 -0.337 0.000
C 0.753 -0.959 1.845 0.022
C -4.670 2.649 -1.611 -0.002
C 2.183 -1.245 1.739 0.002
C 4.291 -1.977 2.566 0.014
C 4.860 -1.573 1.375 -0.001
C 4.063 -1.011 0.393 0.016
H 2.432 -2.099 3.669 0.000
H -5.613 1.825 0.135 0.000
H 4.486 -0.689 -0.547 0.000
H -3.490 3.367 -3.280 0.000
H -1.448 2.228 -2.527 0.000
H 0.162 -1.141 2.736 0.000
H -5.570 3.150 -1.943 0.000
H -2.814 0.225 1.410 0.000
H 5.920 -1.679 1.190 0.000
H 4.898 -2.414 3.348 0.001
```

---

Entry from the Open Molecules 2025 dataset: 2 unconnected molecules or ions with the total composition C13H10FN2O4S2 (the ωB97M-V functional and the def2-TZVPD basis).

Computed properties:
Orbital gap, eV: 7.01
LUMO, eV: 2.04
Charge: -1
HOMO level, eV: -5.0

```
32
Properties=species:S:1:pos:R:3:lowdin_charge:R:1
S -2.895 -1.188 2.203 0.596
S -1.432 -0.701 4.632 0.586
F 0.778 -1.026 1.656 0.079
O -4.285 -0.974 2.836 -0.380
O -0.887 -2.091 4.658 -0.376
O -2.450 -2.548 2.112 -0.341
O -2.605 -0.469 5.490 -0.339
N -1.898 -0.348 3.142 -0.358
N 2.888 -1.477 0.374 0.124
C -0.222 1.448 5.645 -0.101
C 2.368 0.490 5.477 -0.093
C 1.295 -0.232 5.040 -0.105
C -2.032 -0.902 -1.765 -0.087
C 1.956 -0.990 0.973 -0.214
C -3.569 0.392 0.150 -0.097
C -2.769 -0.659 0.530 -0.291
C -2.867 0.223 -2.168 -0.069
C -3.635 0.860 -1.131 -0.097
C 0.775 2.247 6.115 -0.101
C 2.144 1.805 6.064 -0.069
C 0.005 0.223 5.066 -0.288
C -2.047 -1.295 -0.449 -0.098
H -4.159 0.847 0.912 0.105
H 1.526 -1.206 4.609 0.115
H -1.232 1.778 5.711 0.105
H -4.283 1.738 -1.422 0.112
H 3.462 0.154 5.420 0.118
H 3.012 2.467 6.447 0.112
H -2.917 0.585 -3.257 0.109
H 0.584 3.280 6.546 0.115
H -1.400 -2.135 -0.206 0.114
H -1.424 -1.397 -2.589 0.115
```

---

Entry from the Open Molecules 2025 dataset: a molecular structure, C13H10N3O3Pt (the ωB97M-V functional and the def2-TZVPD basis).

Computed properties:
Orbital gap (spin up / spin down), eV: 5.80 / 5.80
Relative energy (zero: lowest compared OMol25 entry of this formula, charge and spin), kJ/mol: 0.0
LUMO (spin up / spin down), eV: 2.69 / 2.69
Charge: -1
HOMO level (spin up / spin down), eV: -3.1 / -3.1

```
30
Properties=species:S:1:pos:R:3:lowdin_charge:R:1
Pt -0.068 -0.065 0.020 1.239
O -0.035 -1.875 0.301 -0.858
O 1.939 0.119 0.015 -0.256
O 4.295 -0.631 -0.437 0.059
N 0.045 2.026 0.084 -0.183
N 1.390 2.376 -0.260 0.019
N -2.104 0.132 -0.081 -0.062
C 5.468 3.332 -0.521 -0.118
C -4.448 1.059 -1.132 -0.077
C 6.395 2.300 -0.641 -0.114
C -3.230 -0.483 0.230 -0.091
C 2.226 1.400 -0.196 -0.446
C 3.678 1.704 -0.345 -0.081
C 4.129 3.022 -0.374 -0.046
C 4.621 0.672 -0.460 -0.272
C -2.086 1.214 -0.880 -0.287
C -3.255 1.697 -1.444 -0.018
C 5.975 0.986 -0.609 -0.031
C -4.440 -0.033 -0.277 -0.066
C -0.676 1.681 -1.047 -0.299
H -5.383 1.415 -1.547 0.100
H -5.353 -0.549 -0.014 0.097
H 7.450 2.522 -0.753 0.091
H 5.788 4.366 -0.538 0.086
H -0.294 1.870 -2.044 0.104
H 3.328 -0.688 -0.261 0.071
H 6.677 0.166 -0.694 0.108
H -3.219 2.557 -2.098 0.111
H -3.139 -1.353 0.867 0.120
H 3.388 3.803 -0.276 0.100
```

---

Entry from the Open Molecules 2025 dataset: a molecular structure, C13H10N3O7ReS3 (the ωB97M-V functional and the def2-TZVPD basis).

Computed properties:
2S+1: 2
Orbital gap (spin up / spin down), eV: 5.60 / 5.61
Relative energy (zero: lowest compared OMol25 entry of this formula, charge and spin), kJ/mol: 519.5
LUMO (spin up / spin down), eV: -5.45 / -5.37
Charge: +1
HOMO level (spin up / spin down), eV: -11.1 / -11.0

```
37
Properties=species:S:1:pos:R:3:lowdin_spin:R:1
Re 0.282 0.258 0.152 0.705
S 1.789 -1.185 1.486 0.000
S 0.079 -1.309 -1.526 0.008
S 2.665 0.947 -0.695 0.011
O 2.096 0.293 1.358 0.006
O 3.698 1.897 -0.509 0.002
O 0.296 -1.273 1.465 0.037
O 1.299 1.606 -0.887 0.055
O 3.038 0.069 -2.668 0.006
O 2.418 -1.850 2.561 -0.002
O -6.503 1.482 1.530 0.005
N -5.774 3.510 2.201 0.001
N 4.451 -1.843 -2.502 0.002
N -1.695 0.963 0.423 0.010
C 1.626 -1.972 -1.263 0.034
C 3.270 -1.127 -2.689 0.007
C 4.443 -2.642 -1.212 0.004
C -1.835 2.162 1.014 0.028
C -2.812 0.235 0.222 0.022
C -3.050 2.655 1.440 -0.005
C 2.348 -2.363 -2.532 0.004
C -4.056 0.668 0.616 -0.006
C -4.200 1.899 1.247 0.027
C -5.604 2.281 1.672 0.003
C 2.398 -1.864 -0.070 -0.002
C 3.685 -3.114 -2.398 0.004
C 3.713 -2.201 -0.019 0.032
H -2.680 -0.720 -0.268 0.001
H -3.066 3.622 1.922 -0.001
H 3.963 -3.989 -2.966 0.000
H 5.423 -3.069 -1.051 0.000
H 4.228 -2.165 0.931 0.002
H -4.938 0.063 0.452 -0.001
H 1.691 -2.639 -3.350 0.000
H -6.706 3.769 2.479 0.000
H -5.048 4.196 2.289 0.000
H -0.932 2.748 1.142 0.001
```

---

Entry from the Open Molecules 2025 dataset: a molecular structure, C13H11CaCl5N4O2S (the ωB97M-V functional and the def2-TZVPD basis).

Computed properties:
Orbital gap, eV: 8.13
Relative energy (zero: lowest compared OMol25 entry of this formula, charge and spin), kJ/mol: 0.0
LUMO, eV: 0.07
HOMO level, eV: -8.1

```
37
Properties=species:S:1:pos:R:3:lowdin_charge:R:1
Ca -0.119 0.062 -0.677 1.155
Cl -1.444 -3.411 4.308 0.663
Cl -1.960 -5.874 2.466 0.670
Cl -0.210 -3.010 -1.784 0.627
Cl -1.371 -5.683 -0.594 0.668
Cl -0.314 -0.755 3.067 0.606
S 0.700 2.239 -2.198 0.452
O -2.428 -0.225 -0.922 -0.056
O -4.500 0.661 -0.882 0.003
N -2.849 1.738 0.141 0.027
N 3.171 2.825 -1.411 0.093
N 2.162 0.915 -0.433 -0.104
N -1.514 1.855 0.542 -0.014
C -3.212 0.654 -0.593 -0.567
C -4.964 -0.475 -1.638 -0.010
C -0.254 -2.035 0.712 -0.299
C 2.140 1.981 -1.269 -0.887
C -0.532 -3.147 -0.058 -0.727
C -1.323 -4.419 1.800 -0.709
C 3.270 0.698 0.274 -0.131
C -1.084 -3.318 2.625 -0.717
C 4.271 2.598 -0.704 -0.331
C -0.566 -2.161 2.051 -0.733
C 5.390 3.578 -0.872 -0.031
C -1.052 -4.338 0.434 -0.717
C 4.372 1.515 0.172 -0.026
H -1.049 2.632 0.067 0.067
H -6.024 -0.302 -1.789 0.097
H -1.463 1.968 1.549 0.099
H 6.354 3.130 -0.634 0.076
H -3.513 2.470 0.335 0.162
H 5.233 4.424 -0.200 0.087
H 5.270 1.328 0.741 0.106
H -4.441 -0.527 -2.590 0.101
H -4.797 -1.391 -1.077 0.102
H 5.396 3.960 -1.890 0.081
H 3.254 -0.162 0.934 0.116
```

---

Entry from the Open Molecules 2025 dataset: a molecular structure, C13H11F6N5O5PdS4 (the ωB97M-V functional and the def2-TZVPD basis).

Computed properties:
Orbital gap, eV: 7.64
Relative energy (zero: lowest compared OMol25 entry of this formula, charge and spin), kJ/mol: 59.6
LUMO, eV: -0.76
HOMO level, eV: -8.4

```
45
Properties=species:S:1:pos:R:3:lowdin_charge:R:1
Pd 1.307 -0.016 -0.001 0.786
S 2.466 -1.348 3.823 1.076
S 1.064 -0.839 -3.200 0.624
S 1.825 1.741 -2.421 0.616
S 3.301 -0.986 0.816 0.653
F 3.053 -2.428 -2.527 0.150
F 3.663 3.512 -2.084 0.153
F 1.252 -2.712 -1.356 0.112
F 4.427 1.556 -2.621 0.158
F 3.740 1.940 -0.604 0.113
F 1.328 -3.398 -3.405 0.151
O 1.544 -0.696 -4.531 -0.241
O -0.723 -2.027 0.957 0.076
O -0.353 -0.917 -2.968 -0.278
O 0.968 2.433 -1.488 -0.326
O 1.755 2.083 -3.802 -0.241
N -0.848 0.066 -0.056 0.061
N 1.288 0.012 2.002 -0.139
N -1.686 1.822 -1.364 0.233
N 1.830 0.140 -2.119 -0.387
N -2.833 -0.199 -1.104 -0.087
C 2.341 -0.733 2.220 -1.089
C 0.456 0.123 3.100 -0.297
C -1.774 0.589 -0.876 -0.421
C -1.404 0.855 4.390 -0.077
C 1.730 -2.444 -2.568 -0.699
C 0.959 -0.548 4.220 -0.447
C 3.532 2.204 -1.886 -0.695
C 0.289 -0.518 5.435 -0.084
C -2.583 -1.486 -0.494 -0.030
C -0.735 0.837 3.182 -0.017
C -0.900 0.185 5.507 -0.086
C -3.791 0.014 -2.166 -0.017
C -1.282 -1.227 0.249 -0.475
H -0.774 2.266 -1.307 0.060
H -4.241 1.004 -2.087 0.091
H -3.374 -1.791 0.190 0.141
H -2.279 2.085 -2.132 0.112
H -3.326 -0.105 -3.149 0.101
H -1.108 1.352 2.308 0.105
H 0.683 -1.035 6.300 0.110
H -2.333 1.403 4.475 0.104
H -1.443 0.217 6.442 0.104
H -4.591 -0.716 -2.063 0.096
H -2.420 -2.269 -1.240 0.145
```

---

no.,largest force on an atom (hartree/bohr)
1,0.0105
2,0.0195
3,0.0230
4,0.1227
5,0.0212
6,0.0573
7,0.0114
8,0.0186